One molecule with the formula C5H12BNO. Source: OMol25; level of theory: the ωB97M-V functional and the def2-TZVPD basis.

The geometry in XYZ format:
```
20
C5H12BNO, DFT the ωB97M-V functional and the def2-TZVPD basis
B -1.563 -0.245 0.244
C 1.205 -0.367 0.409
C 0.582 0.749 -0.442
C -3.166 -0.101 -0.086
C 2.034 -1.399 -0.243
C 1.258 2.076 -0.111
N -1.064 -1.400 0.738
O -0.835 0.830 -0.180
H 1.381 -0.275 1.493
H 0.747 0.427 -1.545
H -3.722 0.504 0.586
H -3.838 -0.985 0.176
H -3.394 0.160 -1.110
H 2.727 -0.947 -0.955
H 1.463 -2.065 -0.853
H 2.584 -1.990 0.466
H 0.997 2.437 0.862
H 1.106 2.769 -0.902
H 2.325 1.659 -0.136
H -0.828 -1.838 1.588
```

For the highest occupied orbital energy (spin up / spin down), the calculation gives -9.4341 / -8.3098 eV. The total energy is -352.49183 Eh. As for the HOMO-LUMO gap (spin up / spin down): 9.7 / 8.0 eV. Its energy relative to the best compared isomer or geometry (same formula, charge and spin) is 65.1 kcal per mole. The value obtained for the molecular weight is 113.0 g mol⁻¹.

Results of the natural (NBO) charge analysis, in e, for atoms 1 through 8: 0.938 0.019 0.044 -0.937 -0.701 -0.603 -0.830 -0.698